Formula: C3H10NS
Source: the OMol25 dataset
Level of theory: the ωB97M-V functional and the def2-TZVPD basis

The geometry in XYZ format:
```
15
Properties=species:S:1:pos:R:3:forces:R:3
C -1.165 0.132 -1.872 0.4 0.0 0.1
C 0.946 1.206 -1.341 0.1 -0.1 0.0
N 0.109 0.279 -1.149 -0.2 0.0 0.0
H -1.962 0.422 -1.203 -0.2 0.0 0.1
H -1.280 -0.907 -2.162 0.0 -0.1 0.0
H -1.158 0.776 -2.744 0.0 0.0 -0.1
H 0.759 1.945 -2.105 0.0 0.1 -0.1
H 1.851 1.245 -0.743 -0.1 0.0 0.0
H 0.315 -0.422 -0.396 0.1 0.0 0.0
C -0.163 -0.599 2.488 0.2 0.0 -0.1
S 0.809 -1.652 1.360 -0.2 0.1 0.0
H -1.176 -0.987 2.500 -0.1 0.0 0.0
H 0.255 -0.669 3.483 0.0 0.0 0.2
H -0.159 0.437 2.161 -0.1 0.0 0.0
H 2.019 -1.206 1.722 0.0 0.0 -0.1
```
Positions in Å, forces in eV/Å.

Computed properties:
LUMO level: -4.7443 eV
Energy: -15591.2427 eV
Net charge: +1
Spin multiplicity: 1
Kohn-Sham gap: 8.730 eV
Highest occupied orbital energy: -13.47 eV



Formula: C30H61BClN5O10P2ReSi
Source: the OMol25 dataset
Level of theory: the ωB97M-V functional and the def2-TZVPD basis

The geometry in XYZ format:
```
112
Properties=species:S:1:pos:R:3:forces:R:3
Re 0.743 1.063 0.081 -0.7 -1.5 0.5
C -2.568 -4.221 1.227 -0.1 0.2 -0.1
C -2.586 -2.727 1.543 0.1 -0.4 0.3
C -1.345 -2.324 2.318 -0.2 0.2 -0.2
O -2.790 -1.958 0.324 0.4 0.3 -0.1
P -1.685 -1.283 -0.604 -1.3 -0.5 -0.6
O -1.007 -0.170 0.137 1.1 0.7 0.1
C -0.766 -2.691 -1.291 0.4 0.6 0.4
P 1.035 -2.558 -1.046 0.2 -1.3 -0.6
O 1.639 -1.357 -0.442 -0.1 0.4 0.4
O 1.199 -3.864 -0.124 -0.1 0.4 -0.1
C 2.351 -4.162 0.704 0.4 0.0 0.3
C 3.676 -3.778 0.055 -0.2 0.0 -0.2
C 2.177 -3.487 2.052 -0.1 -0.1 -0.2
O 1.740 -2.926 -2.422 -0.2 0.2 0.4
C 1.612 -4.084 -3.285 -0.1 -0.4 -0.2
C 1.507 -5.416 -2.552 0.2 0.2 0.1
C 0.468 -3.953 -4.282 0.1 0.2 0.1
O -2.582 -0.627 -1.706 0.3 0.0 0.3
C -3.835 -1.045 -2.284 -0.4 -0.2 -0.3
C -3.701 -2.380 -2.997 0.2 0.1 0.2
C -4.212 0.081 -3.232 0.2 -0.1 0.1
H -2.839 -4.777 2.124 0.0 0.0 0.0
H -1.575 -4.546 0.915 0.0 0.0 0.0
H -3.292 -4.453 0.445 0.0 -0.1 0.0
H -3.479 -2.503 2.130 0.0 0.0 -0.1
H -0.452 -2.403 1.693 0.1 -0.1 0.1
H -1.219 -2.976 3.180 0.0 -0.1 0.0
H -1.398 -1.303 2.680 0.1 0.0 0.0
H -0.953 -2.671 -2.362 0.0 0.2 -0.1
H -1.128 -3.626 -0.869 0.0 0.0 0.1
H 2.306 -5.248 0.821 0.0 0.0 0.0
H 3.721 -2.698 -0.081 0.1 0.0 0.0
H 3.795 -4.249 -0.920 0.0 0.0 0.0
H 4.502 -4.086 0.695 0.0 0.0 0.0
H 2.051 -2.418 1.893 0.0 0.0 0.1
H 3.056 -3.648 2.674 0.0 0.0 0.1
H 1.297 -3.864 2.572 0.0 0.0 0.0
H 2.554 -4.061 -3.837 0.0 0.0 0.1
H 0.579 -5.481 -1.986 0.0 0.0 0.0
H 2.339 -5.571 -1.868 0.0 -0.1 0.0
H 1.515 -6.212 -3.296 0.0 0.0 0.0
H -0.476 -4.288 -3.848 0.0 0.0 0.0
H 0.677 -4.580 -5.149 0.0 -0.1 0.0
H 0.354 -2.927 -4.620 0.0 0.1 0.0
H -4.564 -1.134 -1.474 0.1 0.1 0.0
H -2.914 -2.311 -3.748 0.0 0.0 0.0
H -4.644 -2.632 -3.481 0.0 0.0 0.0
H -3.459 -3.166 -2.279 0.0 -0.1 -0.1
H -3.465 0.139 -4.025 0.0 0.0 0.0
H -4.225 1.029 -2.693 -0.1 0.0 0.0
H -5.195 -0.092 -3.669 0.0 0.0 0.0
B 2.412 3.607 -1.780 -0.1 0.1 0.3
N 3.225 2.471 -1.121 0.2 0.1 -0.3
C 4.526 2.235 -1.248 0.0 -0.2 0.1
C 4.874 1.155 -0.442 -0.1 0.1 0.1
C 3.692 0.777 0.161 0.2 0.0 -0.1
N 2.697 1.592 -0.250 0.1 -0.3 0.3
N 1.089 3.005 -2.310 0.3 0.0 -0.2
C 0.459 3.397 -3.415 -0.3 -0.1 0.0
C -0.805 2.826 -3.444 -0.1 0.1 0.2
C -0.870 2.073 -2.289 0.1 0.1 -0.1
N 0.291 2.170 -1.617 -0.5 0.0 0.0
H 3.037 4.048 -2.698 0.1 0.0 -0.1
H 2.165 4.428 -0.938 0.0 0.1 0.1
H 5.128 2.838 -1.904 -0.1 0.1 0.0
H 5.843 0.716 -0.296 0.0 0.0 -0.1
H 3.497 -0.050 0.821 -0.1 0.0 0.0
H 0.938 4.060 -4.114 0.1 0.0 0.0
H -1.561 2.925 -4.201 0.0 0.0 0.0
H -1.664 1.448 -1.926 0.0 -0.1 0.0
C -0.718 4.475 0.041 0.2 -0.4 0.0
Si -0.486 2.993 1.232 -0.5 1.3 0.3
C -2.333 2.594 1.756 0.1 -0.5 0.0
C -3.157 2.295 0.495 0.2 0.1 0.0
C -3.007 3.761 2.487 0.3 0.0 -0.1
C -2.406 1.363 2.666 0.1 0.1 -0.1
C 0.551 3.748 2.706 0.1 -0.3 -0.1
C 2.021 3.842 2.270 -0.2 0.0 -0.1
C 0.093 5.171 3.049 -0.1 -0.1 -0.2
C 0.463 2.908 3.985 0.0 0.0 -0.2
H -1.335 5.244 0.508 0.0 0.0 0.1
H -1.201 4.189 -0.892 0.0 0.0 0.0
H 0.239 4.928 -0.217 0.0 0.0 0.0
H -3.132 3.130 -0.207 -0.1 0.0 0.0
H -4.202 2.112 0.766 0.0 0.0 0.0
H -2.786 1.404 -0.007 -0.1 0.0 -0.1
H -2.943 4.691 1.919 -0.1 0.1 0.1
H -2.566 3.921 3.471 0.0 0.0 0.0
H -4.066 3.527 2.632 0.0 0.0 0.0
H -1.943 0.515 2.168 0.0 -0.1 0.1
H -3.449 1.109 2.882 0.0 0.0 0.0
H -1.893 1.525 3.614 0.0 -0.1 0.0
H 2.139 4.570 1.464 0.1 0.0 0.0
H 2.391 2.884 1.907 0.1 0.1 0.0
H 2.642 4.161 3.113 0.0 0.0 0.0
H 0.183 5.835 2.190 0.0 0.1 0.0
H 0.722 5.565 3.853 0.0 0.0 0.0
H -0.942 5.198 3.389 0.0 0.1 0.0
H 0.670 1.857 3.797 -0.1 0.0 0.1
H -0.525 2.982 4.439 0.0 -0.1 0.0
H 1.191 3.266 4.720 0.0 0.0 0.0
O -0.858 -0.954 -4.113 -0.1 -0.3 0.1
N -0.011 -0.262 -3.555 0.2 0.3 -0.5
O 0.131 -0.460 -2.314 -0.1 -0.2 0.2
Cl 4.216 -0.774 3.273 0.2 -0.1 0.0
C 2.939 0.454 3.481 -0.4 -0.1 -0.2
C 1.575 -0.157 3.079 0.6 0.1 0.7
O 1.003 -0.864 3.883 -0.1 0.1 -0.3
O 1.147 0.130 1.896 -0.3 0.5 -1.2
H 3.203 1.307 2.863 0.0 0.0 0.1
H 2.924 0.717 4.534 -0.1 0.0 0.0
```
Positions in Å, forces in eV/Å.

Computed properties:
LUMO level (alpha / beta): 0.3319 / -0.8870 eV
Energy: -101814.7320 eV
Spin multiplicity: 4
Kohn-Sham gap (alpha / beta): 8.185 / 6.951 eV
Highest occupied orbital energy (alpha / beta): -7.85 / -7.84 eV



Formula: C4H4NOP
Source: the OMol25 dataset
Level of theory: the ωB97M-V functional and the def2-TZVPD basis

The geometry in XYZ format:
```
11
Properties=species:S:1:pos:R:3:forces:R:3
C 0.388 0.162 -0.047 -1.8 3.8 1.8
C -0.873 -0.657 0.029 0.1 0.1 1.0
C -2.174 -0.213 0.062 -1.1 -3.5 -0.1
C -3.213 -1.479 0.026 2.8 3.6 -0.1
N -3.824 -2.428 -0.146 -0.6 -0.6 0.1
P -2.958 1.533 0.050 0.3 -1.0 0.0
O -4.422 1.337 0.044 0.6 -0.1 0.0
H 0.870 -0.294 -0.819 1.8 -0.8 -2.5
H 1.133 0.143 0.814 -1.4 -0.1 -0.7
H 0.124 1.292 -0.315 0.9 -2.3 0.6
H -0.514 -1.732 0.040 -1.5 1.0 0.0
```
Positions in Å, forces in eV/Å.

Computed properties:
LUMO level: -1.5586 eV
Energy: -17036.7738 eV
Spin multiplicity: 1
Kohn-Sham gap: 8.757 eV
SMILES: C/C=C(/C#N)P=O
Highest occupied orbital energy: -10.32 eV



Formula: C4H4O
Source: the OMol25 dataset
Level of theory: the ωB97M-V functional and the def2-TZVPD basis

The geometry in XYZ format:
```
9
Properties=species:S:1:pos:R:3:forces:R:3
C 0.721 0.622 1.301 1.4 -2.3 0.0
C 1.131 -0.515 1.787 -0.2 0.8 0.3
C 0.190 0.439 -0.061 -2.7 1.7 1.0
C -0.347 -0.775 -0.593 -3.9 -2.3 -0.8
O 0.741 -0.187 -1.121 3.7 0.2 -2.5
H 0.748 1.614 1.592 0.3 1.6 1.1
H -0.242 -1.788 -0.182 0.2 0.6 0.2
H -0.429 1.297 -0.339 0.3 0.1 0.1
H -1.285 -0.650 -1.214 0.9 -0.4 0.7
```
Positions in Å, forces in eV/Å.

Computed properties:
LUMO level: -0.5738 eV
Energy: -6254.1918 eV
Spin multiplicity: 1
Kohn-Sham gap: 9.550 eV
Highest occupied orbital energy: -10.12 eV



Formula: C4H3O3
Source: the OMol25 dataset
Level of theory: the ωB97M-V functional and the def2-TZVPD basis

The geometry in XYZ format:
```
10
Properties=species:S:1:pos:R:3:forces:R:3
C 0.265 -0.347 -0.011 0.1 -3.7 0.7
C -0.801 -1.338 0.011 0.0 1.4 0.7
C 2.466 -0.411 -0.023 -1.7 -1.1 -0.5
C -0.085 -1.122 -1.280 -0.9 -0.1 0.0
O 2.733 -1.557 -0.168 0.5 0.0 0.3
O 2.689 0.740 -0.045 0.9 1.2 0.3
O -1.781 -1.824 0.609 1.5 0.5 -1.1
H -0.057 0.619 0.085 -0.5 2.6 0.3
H -0.478 -0.609 -2.143 -0.8 0.0 -0.3
H 0.585 -1.886 -1.571 1.1 -0.7 -0.3
```
Positions in Å, forces in eV/Å.

Computed properties:
LUMO level: 4.0713 eV
Energy: -10337.9066 eV
Net charge: -1
Spin multiplicity: 1
Kohn-Sham gap: 7.101 eV
Highest occupied orbital energy: -3.03 eV



Formula: C3H11N3O
Source: the OMol25 dataset
Level of theory: the ωB97M-V functional and the def2-TZVPD basis

The geometry in XYZ format:
```
18
Properties=species:S:1:pos:R:3:forces:R:3
C 3.511 -0.751 -0.131 -1.6 -2.9 -3.4
C -2.356 -0.009 -1.126 -0.5 -2.2 0.4
C -1.310 -0.132 0.021 -1.7 -2.1 0.4
N 3.035 -1.441 -0.944 1.4 1.6 2.0
N 3.843 -0.072 0.862 0.2 1.0 1.3
N -1.871 0.768 1.176 -2.7 2.1 1.0
O -0.088 0.315 -0.265 1.8 -0.4 1.3
H -3.352 -0.264 -0.659 0.7 1.1 -0.6
H -2.374 -0.732 -2.018 0.9 0.7 1.6
H -2.175 0.968 -1.542 -0.8 0.7 -0.1
H -1.192 -1.159 0.507 -0.5 1.3 -0.7
H 2.714 -1.868 -1.782 -0.1 -0.2 -0.6
H -0.070 0.785 -1.066 0.0 1.2 -1.8
H 3.084 0.238 1.425 -0.5 0.4 0.7
H 4.761 0.189 1.158 0.8 0.0 -0.1
H -2.602 0.270 1.837 1.7 1.1 -1.7
H -1.161 1.234 1.788 -0.2 -1.0 -0.5
H -2.397 1.663 0.759 1.1 -2.4 0.9
```
Positions in Å, forces in eV/Å.

Computed properties:
LUMO level: -7.1636 eV
Energy: -9788.9829 eV
Net charge: +2
Spin multiplicity: 1
Kohn-Sham gap: 12.451 eV
Highest occupied orbital energy: -19.61 eV



Formula: C3H3NS2
Source: the OMol25 dataset
Level of theory: the ωB97M-V functional and the def2-TZVPD basis

The geometry in XYZ format:
```
9
Properties=species:S:1:pos:R:3:forces:R:3
C 0.559 -3.083 0.605 0.2 -0.1 0.0
C -1.090 -0.761 1.035 -0.7 -1.9 0.0
C -0.155 -0.038 0.205 0.6 0.4 -0.4
N 1.662 -3.178 0.918 0.7 0.0 0.2
S -2.067 -0.539 2.227 0.3 0.0 -0.3
S -1.022 -2.908 0.159 -0.9 1.7 0.5
H -0.556 0.028 -0.808 0.0 0.0 0.0
H 0.021 0.966 0.593 0.0 0.0 0.0
H 0.790 -0.582 0.137 0.0 0.0 0.0
```
Positions in Å, forces in eV/Å.

Computed properties:
LUMO level: -1.0946 eV
Energy: -26318.1030 eV
Spin multiplicity: 1
Kohn-Sham gap: 8.150 eV
Highest occupied orbital energy: -9.24 eV



Number 6 is which compound? C3H11N3O



The highest energy belongs to which entry? C4H4O



Copy entry 5 word for word.
Formula: C4H3O3
Source: the OMol25 dataset
Level of theory: the ωB97M-V functional and the def2-TZVPD basis

The geometry in XYZ format:
```
10
Properties=species:S:1:pos:R:3:forces:R:3
C 0.265 -0.347 -0.011 0.1 -3.7 0.7
C -0.801 -1.338 0.011 0.0 1.4 0.7
C 2.466 -0.411 -0.023 -1.7 -1.1 -0.5
C -0.085 -1.122 -1.280 -0.9 -0.1 0.0
O 2.733 -1.557 -0.168 0.5 0.0 0.3
O 2.689 0.740 -0.045 0.9 1.2 0.3
O -1.781 -1.824 0.609 1.5 0.5 -1.1
H -0.057 0.619 0.085 -0.5 2.6 0.3
H -0.478 -0.609 -2.143 -0.8 0.0 -0.3
H 0.585 -1.886 -1.571 1.1 -0.7 -0.3
```
Positions in Å, forces in eV/Å.

Computed properties:
LUMO level: 4.0713 eV
Energy: -10337.9066 eV
Net charge: -1
Spin multiplicity: 1
Kohn-Sham gap: 7.101 eV
Highest occupied orbital energy: -3.03 eV



Look up the spin multiplicity of the fifth one. 1